Record 1
{
  "formula": "C5H5NO2",
  "method": "ωB97M-V with the def2-TZVPD basis set",
  "gap_ev": 10.5,
  "relative_energy_ev": 4.748,
  "max_force_ha_per_bohr": 0.06788,
  "species": ["C", "C", "C", "C", "C", "H", "H", "H", "H", "H", "N", "O", "O"],
  "coordinates": [[2.57871, 0.56264, -0.25512], [1.34144, 0.04607, 0.40605], [-0.39913, -0.73485, -0.09586], [-1.21601, 1.24361, 0.06285], [-0.04135, 0.61159, 0.01890], [2.52398, 0.54423, -1.32515], [2.77878, 1.60708, 0.05350], [3.41679, -0.14412, -0.10305], [1.60404, -0.01371, 1.45968], [-1.46065, 2.30062, -0.06584], [-1.71588, -0.93421, -0.13403], [0.90701, -1.31370, 0.02528], [-2.21123, 0.29757, -0.01300]],
  "lowdin_charge": [-0.04, -0.27, -0.26, -0.03, -0.07, 0.07, 0.10, 0.09, 0.15, 0.13, 0.12, 0.04, -0.05]
}

---

Record 2
{
  "formula": "C16H29N3O2",
  "method": "ωB97M-V with the def2-TZVPD basis set",
  "gap_ev": 8.4,
  "relative_energy_ev": 4.609,
  "max_force_ha_per_bohr": 0.07155,
  "species": ["O", "O", "C", "C", "C", "C", "N", "N", "N", "C", "C", "C", "C", "C", "C", "C", "C", "C", "C", "C", "C", "H", "H", "H", "H", "H", "H", "H", "H", "H", "H", "H", "H", "H", "H", "H", "H", "H", "H", "H", "H", "H", "H", "H", "H", "H", "H", "H", "H", "H"],
  "coordinates": [[1.42129, -3.90919, -3.62629], [3.19137, -1.28451, -3.55621], [1.66165, -3.04067, -2.79474], [2.51889, -1.85904, -2.73949], [1.21176, -2.72582, -1.39898], [1.98611, -1.58615, -1.41106], [0.24687, -3.32803, -0.55211], [-3.34883, -1.03216, 0.88606], [2.11153, -0.56332, -0.45638], [-0.32425, -4.66787, -0.89532], [-3.08437, 0.32044, 0.35052], [-4.73988, -1.51922, 0.76871], [0.05846, 5.83320, 1.23899], [0.05618, -2.83362, 0.84993], [-2.35258, -2.04667, 0.60578], [3.12989, 0.51647, -0.57282], [-0.88963, -1.63004, 0.84519], [0.45403, 4.75306, 0.24179], [2.82932, 1.64644, 0.39353], [1.39944, 3.70432, 0.84264], [1.77081, 2.62253, -0.14508], [1.73741, -0.77160, 0.48264], [-0.85373, -4.61578, -1.84200], [-1.08141, -4.99418, -0.12919], [0.50238, -5.42399, -0.89928], [-3.85392, 1.05473, 0.65845], [-2.14164, 0.70444, 0.74409], [-3.05756, 0.32678, -0.71583], [-5.44073, -0.78185, 1.10929], [-5.00003, -1.77579, -0.27853], [-4.87847, -2.43627, 1.31508], [-0.56882, 6.59759, 0.77672], [-0.48338, 5.44071, 2.11668], [0.94664, 6.37540, 1.60928], [1.01174, -2.63428, 1.28797], [-0.31048, -3.61834, 1.51300], [-2.40570, -2.39515, -0.45595], [-2.56938, -2.90978, 1.23250], [4.12461, 0.07685, -0.33230], [3.18486, 0.85791, -1.58526], [-0.79077, -1.17202, 1.83849], [-0.61196, -0.90858, 0.07343], [0.97938, 5.23769, -0.61635], [-0.45210, 4.25343, -0.10639], [3.76099, 2.18453, 0.60622], [2.47326, 1.21950, 1.36919], [2.35713, 4.18519, 1.12819], [1.00880, 3.26937, 1.74700], [2.23057, 3.14886, -0.99959], [0.87428, 2.13448, -0.52223]],
  "lowdin_charge": [0.09, 0.11, -0.28, -0.32, -0.04, -0.09, -0.09, -0.27, 0.06, -0.03, -0.09, -0.09, -0.13, -0.16, -0.23, -0.18, -0.18, -0.27, -0.20, -0.25, -0.23, 0.12, 0.08, 0.09, 0.10, 0.09, 0.07, 0.07, 0.07, 0.09, 0.07, 0.06, 0.08, 0.07, 0.10, 0.12, 0.13, 0.11, 0.13, 0.11, 0.12, 0.10, 0.12, 0.10, 0.12, 0.12, 0.12, 0.11, 0.12, 0.11]
}

---

Record 3
{
  "formula": "C53H65F7O7S4",
  "method": "ωB97M-V with the def2-TZVPD basis set",
  "gap_ev": 8.8,
  "max_force_ha_per_bohr": 0.05011,
  "species": ["F", "C", "C", "C", "C", "C", "C", "H", "H", "H", "H", "H", "F", "C", "C", "C", "C", "C", "C", "H", "H", "H", "H", "H", "F", "C", "C", "C", "C", "C", "C", "H", "H", "H", "H", "H", "F", "C", "C", "C", "C", "C", "C", "H", "H", "H", "H", "H", "F", "C", "C", "C", "C", "C", "C", "H", "H", "H", "H", "H", "F", "C", "C", "C", "C", "C", "C", "H", "H", "H", "H", "H", "F", "C", "C", "C", "C", "C", "C", "H", "H", "H", "H", "H", "C", "S", "O", "C", "H", "H", "H", "H", "H", "H", "C", "S", "O", "C", "H", "H", "H", "H", "H", "H", "C", "S", "O", "C", "H", "H", "H", "H", "H", "H", "C", "S", "O", "C", "H", "H", "H", "H", "H", "H", "C", "O", "C", "O", "O", "C", "H", "H", "H", "H", "H", "H"],
  "coordinates": [[4.44356, -0.57754, 3.49296], [3.99788, -1.84905, 3.72214], [4.53161, -2.87608, 3.00913], [4.16401, -4.15715, 3.32330], [3.32280, -4.41424, 4.36813], [2.75046, -3.34703, 5.05329], [3.10642, -2.04947, 4.74329], [5.22217, -2.68924, 2.19861], [4.58537, -4.94970, 2.71432], [3.07770, -5.42360, 4.67243], [2.15207, -3.52137, 5.94276], [2.68857, -1.18578, 5.24277], [5.56801, -2.40299, -1.88966], [4.70234, -1.44706, -1.45426], [4.95417, -0.78084, -0.27471], [4.05495, 0.20365, 0.14567], [2.96716, 0.53446, -0.65379], [2.68773, -0.23493, -1.78386], [3.59799, -1.15747, -2.22005], [5.78627, -1.07335, 0.36063], [4.28824, 0.73139, 1.05996], [2.27514, 1.31379, -0.33646], [1.75406, -0.05523, -2.29696], [3.43316, -1.71365, -3.13550], [3.71729, 5.34072, -0.88195], [2.51072, 4.79000, -1.13778], [1.54108, 4.82517, -0.17933], [0.28312, 4.35869, -0.52499], [0.03037, 3.87514, -1.78020], [1.06993, 3.65149, -2.65348], [2.31603, 4.18736, -2.35739], [1.59606, 5.39311, 0.73667], [-0.50698, 4.41866, 0.21467], [-0.96346, 3.56233, -2.06854], [0.86047, 3.25166, -3.63537], [3.09144, 4.24556, -3.11086], [1.19299, -1.08205, 2.68271], [0.38476, -0.90780, 1.55617], [0.65430, -1.64302, 0.43680], [-0.05465, -1.42664, -0.71416], [-1.00553, -0.41315, -0.76083], [-1.36863, 0.23017, 0.40890], [-0.63293, 0.04111, 1.56428], [1.46447, -2.36044, 0.36712], [0.24607, -1.97180, -1.60067], [-1.40606, -0.12832, -1.72262], [-2.04127, 1.07951, 0.33881], [-0.92882, 0.48828, 2.51024], [-5.24509, 4.74086, 0.04770], [-5.50090, 3.57779, -0.54156], [-6.14202, 2.57015, 0.16318], [-6.44281, 1.39592, -0.50599], [-6.02936, 1.19067, -1.80397], [-5.30144, 2.16550, -2.48833], [-5.01311, 3.35550, -1.81764], [-6.48513, 2.77800, 1.17204], [-6.99750, 0.60564, -0.00984], [-6.27799, 0.28279, -2.33375], [-4.96709, 1.97307, -3.49758], [-4.35610, 4.11244, -2.24798], [-0.39439, 3.52252, 5.29190], [-0.70624, 4.56869, 4.48155], [-1.36789, 4.34615, 3.32822], [-1.53672, 5.38567, 2.47679], [-1.15533, 6.66562, 2.82325], [-0.64861, 6.90892, 4.07695], [-0.41607, 5.84814, 4.92017], [-1.64282, 3.35324, 3.00827], [-2.00592, 5.21652, 1.51509], [-1.26953, 7.47751, 2.11471], [-0.33216, 7.89917, 4.37881], [0.07446, 5.96029, 5.88123], [2.33768, -6.15238, -3.95030], [2.51173, -4.92279, -4.52740], [1.64449, -3.92108, -4.20432], [1.79733, -2.70642, -4.84934], [2.82954, -2.50705, -5.78537], [3.73412, -3.50162, -6.02804], [3.57795, -4.72529, -5.39491], [0.88459, -4.07874, -3.44933], [1.11659, -1.87608, -4.68989], [2.84018, -1.59591, -6.37387], [4.50776, -3.44254, -6.78168], [4.23386, -5.55743, -5.63104], [-6.59254, 0.88480, 5.29326], [-5.73054, 1.21515, 3.77996], [-4.38807, 1.70921, 4.10228], [-5.67708, -0.46811, 3.18033], [-6.10266, 0.11994, 5.91027], [-7.60987, 0.55523, 5.09215], [-6.57591, 1.79453, 5.89236], [-5.11685, -1.15746, 3.80803], [-5.30916, -0.43468, 2.15618], [-6.72814, -0.77484, 3.14974], [1.93995, -6.95348, -0.48148], [1.94764, -5.20531, -0.19149], [0.93910, -4.58496, -1.10497], [1.13134, -5.28322, 1.39125], [2.49243, -7.21037, -1.38032], [0.90669, -7.30255, -0.60916], [2.31485, -7.49209, 0.39351], [0.91269, -4.26339, 1.70269], [1.80792, -5.71594, 2.12910], [0.20912, -5.84759, 1.26749], [2.34034, 2.32208, 4.06748], [3.38553, 2.93305, 2.76425], [2.96625, 4.33563, 2.52449], [4.90734, 3.12429, 3.66128], [1.32711, 2.26097, 3.67593], [2.33697, 3.08580, 4.85047], [2.67115, 1.37293, 4.48175], [5.40653, 2.15727, 3.77071], [4.76036, 3.62385, 4.61773], [5.53010, 3.76879, 3.04319], [-2.11379, 3.94248, -4.49438], [-2.04341, 2.21079, -4.89515], [-0.96023, 1.63231, -4.09784], [-1.38734, 2.41602, -6.52446], [-1.09853, 4.30182, -4.33763], [-2.72763, 4.07929, -3.61650], [-2.54178, 4.49794, -5.33031], [-1.15796, 1.42743, -6.91269], [-0.50885, 3.06394, -6.50857], [-2.11905, 2.90035, -7.17692], [-2.42149, -4.45801, -3.69766], [-2.53961, -4.30507, -2.30468], [-2.74099, -5.42577, -1.64045], [-2.97425, -6.48736, -2.12883], [-2.64547, -5.23497, -0.36471], [-1.95171, -4.03806, 0.12081], [-1.69927, -5.24847, -3.94502], [-1.99844, -3.53193, -4.07771], [-3.36604, -4.73051, -4.16277], [-2.66432, -3.21065, 0.22218], [-1.23806, -3.68103, -0.60546], [-1.52308, -4.28672, 1.08022]],
  "lowdin_charge": [0.04, -0.28, -0.02, -0.10, -0.11, -0.07, -0.03, 0.11, 0.11, 0.10, 0.11, 0.12, 0.04, -0.27, -0.02, -0.08, -0.08, -0.09, -0.01, 0.11, 0.06, 0.11, 0.10, 0.10, 0.06, -0.29, -0.02, -0.07, -0.11, -0.09, -0.01, 0.11, 0.08, 0.08, 0.08, 0.12, 0.02, -0.23, -0.05, -0.11, -0.07, -0.08, -0.01, 0.11, 0.11, 0.10, 0.11, 0.12, 0.08, -0.30, -0.01, -0.09, -0.10, -0.07, -0.02, 0.10, 0.11, 0.10, 0.09, 0.10, 0.04, -0.28, -0.03, -0.10, -0.09, -0.08, -0.01, 0.12, 0.10, 0.11, 0.11, 0.12, 0.04, -0.26, -0.03, -0.09, -0.10, -0.09, -0.01, 0.09, 0.11, 0.10, 0.11, 0.12, -0.28, 0.77, -0.54, -0.26, 0.06, 0.05, 0.05, 0.06, 0.04, 0.05, -0.27, 0.83, -0.54, -0.26, 0.04, 0.07, 0.06, 0.04, 0.04, 0.06, -0.25, 0.80, -0.54, -0.26, 0.04, 0.06, 0.04, 0.05, 0.06, 0.05, -0.26, 0.79, -0.54, -0.27, 0.05, 0.02, 0.06, 0.05, 0.06, 0.06, -0.04, -0.02, -0.69, 0.14, 0.04, -0.01, 0.10, 0.09, 0.10, 0.10, 0.05, 0.08]
}

---

Record 4
{
  "formula": "C10H10O2",
  "method": "ωB97M-V with the def2-TZVPD basis set",
  "gap_ev": 9.3,
  "smiles": "C[C@@H]1COc2ccccc2C1=O",
  "relative_energy_ev": 3.593,
  "max_force_ha_per_bohr": 0.14063,
  "species": ["C", "C", "C", "O", "C", "C", "C", "C", "C", "C", "C", "O", "H", "H", "H", "H", "H", "H", "H", "H", "H", "H"],
  "coordinates": [[-3.44837, 0.02480, -0.03714], [-2.00140, -0.10768, -0.37532], [-1.36380, -1.26432, 0.46152], [-0.23642, -1.71706, -0.28265], [0.81328, -0.85525, -0.06235], [2.08943, -1.33837, 0.00415], [3.11841, -0.33790, 0.08273], [2.79788, 1.06716, 0.01608], [1.46122, 1.30986, -0.01656], [0.42357, 0.49000, 0.07707], [-1.01309, 0.96235, -0.04847], [-1.14908, 2.07781, 0.14482], [-4.12380, -0.77416, -0.38979], [-3.95066, 1.05549, -0.28927], [-3.63864, -0.32290, 1.14293], [-1.94782, -0.44724, -1.48291], [-2.17913, -2.14831, 0.44308], [-1.38135, -0.79631, 1.44905], [2.21301, -2.44845, 0.09049], [4.07621, -0.84115, 0.04252], [3.48704, 1.78790, -0.38226], [1.26637, 2.34535, -0.13143]],
  "lowdin_charge": [-0.09, -0.30, -0.16, -0.02, -0.24, 0.00, -0.03, -0.05, -0.08, -0.08, -0.38, 0.18, 0.07, 0.12, 0.14, 0.19, 0.17, 0.14, 0.14, 0.09, 0.10, 0.12]
}